Record 1
ORCA calculation (the ωB97M-V functional and the def2-TZVPD basis) on 9 unconnected molecules or ions with the total composition C29H80N4O13 in a non-equilibrium geometry.

The geometry in XYZ format:
```
126
Properties=species:S:1:pos:R:3:forces:R:3:mulliken_charge:R:1
H -5.17477 -1.74922 1.95686 0.723 0.459 -0.433 0.303
C -1.82739 -4.34169 4.57198 -1.031 1.655 0.126 -0.386
H 1.29241 -1.81936 -4.11826 0.107 0.226 -0.601 0.378
H -4.89312 1.41812 -4.92350 -0.024 -0.007 -0.004 0.286
C 1.91120 6.43239 0.45479 -1.476 0.062 -1.792 -0.753
H 3.48899 2.34656 -2.84446 -1.366 1.038 1.152 0.238
C 4.08013 10.33017 0.19068 -1.412 1.137 0.901 -0.769
C 2.91912 3.07604 -2.11716 0.151 -1.584 -0.751 -0.295
H -1.67726 7.88639 -3.79884 0.466 0.019 0.580 0.382
H -2.43835 -4.06851 3.65736 0.976 -0.410 0.434 0.133
H -0.16941 -5.60102 5.03515 -1.232 -0.485 -0.468 0.069
H -3.01701 9.13269 -2.38324 0.500 -0.136 0.869 0.286
C -4.83308 -4.64342 -0.95200 -1.010 -2.013 -0.960 -0.746
H -0.59434 -8.20651 5.16998 0.318 0.066 -0.307 0.313
H -2.34322 2.42115 -4.02070 -1.808 0.027 0.065 0.033
C -0.05924 3.38039 0.08538 0.336 -1.093 0.193 -0.412
H 0.30308 5.82664 1.69489 0.077 -0.710 -0.041 0.435
O 3.66656 -4.65984 2.33177 0.171 -0.027 0.512 -0.316
H 0.35672 -5.43445 -1.15327 0.398 -0.274 0.136 0.276
H -1.64317 9.52920 -1.24495 -0.006 0.372 0.192 0.307
H 0.35224 2.41942 -0.36492 -0.343 1.278 0.574 -0.101
O 2.53604 4.24802 -2.81697 2.061 0.379 1.043 -0.317
H -2.57586 -1.12791 -0.66207 0.222 0.522 -0.252 0.076
C 2.30067 -2.20479 -0.49431 -0.090 -0.063 1.552 -0.368
C 4.01902 -3.81294 0.19069 0.533 -1.536 0.010 -0.659
C -2.02731 -1.03289 -1.61069 1.019 1.381 0.353 -0.367
H 2.07895 -2.96687 -2.45682 -0.033 -0.397 -0.172 0.337
C -0.04659 -3.22579 3.71375 -0.171 0.613 -0.334 -0.445
C 1.91374 -0.95016 -3.84172 -1.813 0.017 -0.626 -0.896
N 2.19527 6.43894 -0.98506 0.602 0.100 -0.164 0.551
C -1.02132 7.57898 -2.94571 0.070 0.448 0.607 -0.729
H -2.08077 -10.02614 5.42131 0.005 0.491 0.098 0.399
H 1.24100 -2.08082 -0.26036 -0.097 0.169 -0.319 0.106
H -3.77538 -0.69114 2.56574 -0.108 -0.703 -0.923 0.269
H 3.28930 10.86469 -0.38396 0.465 -0.458 -0.150 0.315
N 0.87619 6.39224 -3.92397 0.289 0.080 -0.877 -0.263
H 3.53948 -1.93627 -2.28342 0.593 -0.679 0.196 0.331
H 4.62815 -3.86911 -0.74232 -0.507 -0.350 0.508 0.380
H 4.33321 6.56330 -0.84628 0.613 -0.246 0.519 0.617
H -0.57976 -6.28126 0.09437 -0.393 -0.652 0.142 0.481
O 4.09052 8.95630 0.00010 0.027 -1.061 1.135 -0.330
H 3.70013 6.68556 -2.47333 -0.372 0.623 1.177 0.219
H 5.03518 10.80557 -0.00008 0.332 0.016 -0.199 0.285
H -0.20967 8.34468 -2.81006 -0.573 -0.562 -0.182 0.281
H 2.67574 -6.38283 2.91359 0.139 -0.119 -0.101 0.302
H 3.67110 3.23463 -1.29775 -1.124 0.507 -0.644 0.292
O -1.79651 7.49616 -1.73406 -0.377 1.735 -0.777 -0.294
C 3.56847 8.51869 -1.23419 -1.107 -0.651 1.064 -0.787
H -2.67729 -1.25504 -2.41743 -0.871 0.037 -0.870 0.317
H 0.82393 3.60347 -3.52663 -1.601 -0.634 0.227 0.376
C -0.35377 -5.33265 -0.33824 0.089 1.311 -0.517 -0.268
H 3.35730 -5.81358 0.68606 0.505 -0.302 -0.018 0.302
H -4.06786 3.09287 -3.56225 0.721 -0.385 0.197 0.297
H -0.54787 -2.88142 2.76939 0.121 0.286 0.975 0.167
H 4.20783 8.94979 -1.91572 1.140 0.857 -2.371 0.622
H -3.43744 3.21343 -5.17459 0.046 -0.337 0.055 0.299
H -3.00574 -6.58144 4.92858 0.709 -0.048 0.015 0.247
H -4.15810 -10.87141 5.69063 -0.270 -0.782 -0.236 0.313
H 1.93436 2.65085 -1.74049 1.565 -0.178 -0.161 -0.088
H -2.56481 -4.21417 5.35811 0.001 -0.679 0.488 0.433
H -1.10085 5.74371 -3.96923 0.058 -0.390 -0.034 0.406
O -4.00012 1.29382 -4.59420 -0.031 -0.829 -0.095 -0.502
H -0.22309 5.85157 0.00704 0.906 0.279 0.204 0.138
O -3.19631 -2.38605 1.33030 -0.468 2.089 1.071 -0.294
H -4.43531 -4.10162 -1.80619 0.441 0.297 0.108 0.269
H 0.08285 -4.69070 0.43822 -0.079 -0.120 -0.066 -0.231
O 1.86283 -0.89795 -2.45595 0.299 -0.663 1.128 -0.074
C 2.51766 -2.10745 -1.96922 -0.464 2.284 -0.201 -0.576
H -3.67884 -3.11631 0.94112 -0.321 -0.770 -0.241 0.323
H -1.27663 -3.86691 -1.22519 0.090 1.019 -0.233 0.354
H -4.11998 -2.27661 3.17336 0.183 -0.266 0.587 0.220
C 1.73238 3.99043 -3.89711 0.203 0.594 -1.900 -0.343
C 3.51883 7.00124 -1.39570 -1.071 -0.602 -0.594 -0.658
C -4.56459 -9.88555 5.83849 -0.252 0.752 1.015 -0.727
H -0.33309 5.56208 -2.35927 -0.267 0.650 -0.460 -0.403
H 2.55344 8.90714 -1.31821 -0.196 0.088 -0.383 0.267
H 1.43621 -0.03258 -4.23173 0.475 -0.419 0.007 0.183
H 5.09601 -5.43670 1.10839 0.959 -0.799 0.028 0.511
C -1.60029 -8.03141 4.79380 -0.547 -0.410 0.089 -0.465
H -0.97865 -5.95814 3.47780 0.249 -0.295 -0.673 0.347
H 3.02279 -5.11312 4.12142 0.631 -1.097 -0.458 0.209
H -2.37065 -8.74882 6.63101 -0.293 0.021 -0.371 0.331
H 4.35988 -6.26969 3.55426 -0.304 0.460 -0.259 0.323
C 1.51094 5.29827 -4.69433 -0.274 0.292 0.247 -1.029
C -2.46658 -8.98141 5.54899 0.932 -1.850 0.491 -0.654
O -4.02072 -4.69148 0.19638 0.349 0.861 -0.022 -0.582
C -2.43199 8.82616 -1.47326 -0.055 -2.632 -0.871 -0.735
H -0.63897 3.08399 0.97774 0.252 0.151 -0.119 0.397
H 2.81502 -1.41394 0.14764 -0.217 -0.836 -1.009 0.171
H -5.58125 -9.72148 5.49411 -0.087 -0.550 -0.079 0.232
H -4.92339 -5.71387 -1.26768 -0.233 0.748 -0.267 0.264
H -0.78250 3.80793 -0.61827 0.264 0.246 -0.111 0.219
O 1.02467 4.24753 0.41268 -0.759 -0.189 -0.092 -0.362
H 0.87855 5.10515 -5.60007 0.495 -0.070 0.737 0.351
H 2.08948 5.46932 -1.29742 0.406 0.586 -0.150 -0.315
N -2.00644 -6.71652 5.13549 -0.560 1.130 0.398 -0.310
H 2.52121 5.64021 -5.06774 -1.092 -0.150 0.454 0.344
O -0.89048 -3.26935 4.86171 -0.375 -1.659 -1.869 -0.457
C 3.45807 -5.69433 3.25611 -0.967 0.888 1.396 -0.727
H -0.15104 -1.70320 -1.87879 -0.759 0.133 0.126 0.191
H -1.67407 -8.18354 3.70915 0.299 -0.396 -0.071 0.328
H -3.08619 -4.75912 -0.14001 -0.491 -0.007 0.287 0.498
N 2.61744 -3.57372 -0.10438 0.535 0.180 0.507 0.249
H 0.78021 -2.63734 4.03293 0.670 0.946 -0.305 0.400
H -1.54805 -0.00585 -1.81224 -0.928 -1.347 0.634 0.069
H 2.90127 -1.12512 -4.23696 0.601 0.255 -0.159 0.358
C -3.45083 2.53646 -4.29692 1.127 1.533 -0.195 -0.409
H 1.51020 6.79214 -3.25487 0.298 -0.043 0.257 0.025
H -4.56750 -9.72264 6.95946 0.224 0.229 -1.006 0.287
H 2.06378 -3.89210 0.68927 0.205 0.444 -0.152 -0.161
O -3.78327 -8.97776 5.10723 -0.372 0.800 0.241 -0.272
C 0.64940 5.61039 0.66754 -0.444 -0.206 -0.132 -0.443
H 4.54945 -3.10514 0.81981 -0.297 0.913 0.147 0.393
H 1.65622 7.43844 0.74974 0.444 0.428 0.513 0.423
C -4.10352 -1.71108 2.25337 0.122 -0.698 0.111 -0.696
C 4.09162 -5.09404 1.08332 -1.087 1.405 -1.809 -0.744
H 0.38974 -4.16816 3.41314 0.022 -0.752 0.347 0.047
H 3.77415 10.56286 1.24221 0.542 -0.385 -0.568 0.253
H 2.16654 3.24230 -4.58915 0.048 0.082 0.252 0.357
H 2.69474 5.96334 1.01313 0.678 0.032 0.758 0.360
O -1.52434 -4.72486 -0.88872 -0.258 -1.194 0.579 -0.600
O -1.02826 -2.03055 -1.59436 1.514 -0.713 -0.087 -0.441
C -0.41301 6.21772 -3.26930 0.360 -0.820 0.070 0.463
H -5.88345 -4.29005 -0.83576 0.886 0.002 0.740 0.290
C -1.17950 -5.72303 4.51125 0.664 1.348 0.885 -0.333
H -3.10143 8.58238 -0.63684 0.240 0.641 -0.214 0.226
```
Positions in Å, forces in eV/Å.

For the HOMO-LUMO gap, the calculation gives 0.328 Eh. The largest force on an atom comes out at 2.77 eV/Å. The value obtained for the HOMO energy is -8.34 eV. As for the total energy: -63938.6363 eV.

---

Record 2
ORCA calculation (the ωB97M-V functional and the def2-TZVPD basis) on a molecular structure, C19H40CoNP3S in a non-equilibrium geometry.

The geometry in XYZ format:
```
65
Properties=species:S:1:pos:R:3:forces:R:3:mulliken_spin:R:1
H -1.58240 -3.04930 -0.23082 -0.129 0.061 -0.339 0.000
C 1.68659 5.02330 -0.35090 -0.409 0.043 0.628 -0.039
C 0.41422 4.00903 -2.16058 -0.513 -0.686 -0.112 0.032
H -3.16879 -0.37055 1.89595 -0.080 -0.054 -0.262 -0.002
H 0.06898 4.07995 -3.19280 0.273 -0.282 0.188 0.005
H 3.40334 2.29030 0.76436 0.055 -0.102 0.009 -0.003
H 4.63409 1.99028 -0.49086 -0.127 -0.141 0.049 0.005
C 0.20317 3.17502 0.08769 0.037 -0.445 0.672 0.084
H -3.32387 -1.63969 0.64286 -0.119 0.232 0.145 -0.001
H -0.84336 -2.48513 4.00311 0.035 -0.017 -0.356 0.001
N -0.36668 -0.98385 1.24135 0.545 -2.229 2.719 0.007
H 1.88462 -2.20651 -2.19478 -0.278 -0.261 0.231 -0.004
Co -0.50747 0.29896 -0.28976 0.627 -0.381 0.573 2.745
C 1.04833 -2.60889 -1.61149 0.214 0.126 0.327 0.027
H 1.31536 0.58451 -0.48513 1.870 0.115 -0.716 -0.041
H 1.36968 -2.82361 -0.58379 -0.011 -0.068 -0.299 -0.004
H -3.04034 2.32126 1.26651 -0.129 0.020 -0.204 -0.007
H -0.44275 7.97277 0.80643 0.440 -0.104 -0.344 0.000
C 3.55835 2.06045 -0.29145 -0.057 0.269 0.353 0.012
C -3.28813 2.14756 0.21267 0.156 0.014 -0.007 0.025
H 3.16050 2.90489 -0.86272 -0.051 -0.323 -0.108 0.003
H 1.21328 7.52986 -1.78918 -0.395 0.177 0.197 -0.001
C -3.59837 0.32114 -1.88460 0.254 -0.037 0.048 0.014
P -2.65990 0.51163 -0.31372 -3.867 0.834 0.205 0.022
H -2.83616 2.94239 -0.39139 -0.171 -0.077 0.121 -0.002
C -3.52092 -0.58772 0.87846 0.202 -0.121 -0.045 0.015
H 1.95394 5.50138 -2.43639 -0.256 -0.292 0.214 -0.013
H -0.82022 2.28472 -1.60065 0.017 0.576 -0.116 -0.010
C 1.00604 4.23743 0.56273 0.590 0.195 -0.253 0.099
H -0.64799 7.65684 -1.68433 0.367 0.049 0.219 -0.001
S -0.11384 1.88692 1.18367 0.221 1.776 0.419 0.558
C 3.26562 0.15090 -2.42349 -0.375 -0.040 -0.399 0.001
C 0.42779 7.80027 0.15868 -0.104 0.117 -0.507 0.017
C 0.31714 7.64018 -1.16705 -0.022 0.214 0.567 -0.001
H 1.41818 7.81187 0.63437 -0.501 0.100 -0.116 0.001
P -0.36994 -1.44322 -1.58948 0.207 -2.473 -2.583 0.023
H -4.60351 -0.40441 0.83729 0.290 -0.004 -0.065 0.004
H 2.50736 -0.97607 1.12668 0.429 0.047 -0.164 -0.006
H -4.37848 2.16337 0.07106 0.339 0.049 0.142 0.003
H 0.87130 -2.14419 3.89711 -0.072 -0.041 -0.340 0.002
H -0.49438 -1.98658 -3.95122 -0.026 0.228 0.064 0.005
H 3.12473 -0.90012 -2.68027 0.072 0.201 0.083 0.000
P 2.78425 0.50582 -0.72889 0.103 -0.227 0.115 0.057
C -0.15811 3.09766 -1.27245 0.603 0.364 -0.608 0.131
H -4.60542 0.73800 -1.74021 0.292 -0.193 -0.046 0.005
H -3.68189 -0.72775 -2.18841 -0.008 0.306 -0.046 0.001
H 0.19906 -3.55674 3.00905 -0.044 0.261 0.144 0.000
H -1.45033 -3.56355 -1.93507 -0.146 0.260 0.155 0.001
C -0.21170 -1.69911 2.15292 -0.275 1.822 -1.679 0.018
H 4.24504 -0.61330 0.79074 -0.225 -0.210 -0.017 0.003
H 2.67774 0.75638 -3.11910 0.138 0.042 0.027 0.000
H 3.35144 -1.80237 -0.22584 0.047 0.434 0.180 0.001
H 0.71211 -3.54896 -2.07444 0.186 0.358 0.096 0.005
H -3.09259 0.89751 -2.67001 -0.217 -0.144 0.059 -0.002
C -0.49485 -1.05508 -3.37096 -0.128 -0.068 0.017 0.019
H 0.37104 -0.45130 -3.66883 -0.176 -0.102 0.012 -0.006
C 0.01520 -2.51741 3.31732 0.021 -0.500 0.570 0.000
C 3.27348 -0.86332 0.34282 0.026 0.111 0.191 0.017
C -1.66419 -2.71214 -1.27446 -0.104 0.229 0.081 -0.001
H -1.40824 -0.49486 -3.59037 0.143 -0.093 -0.031 -0.006
H -2.67773 -2.34784 -1.48009 0.317 -0.183 0.151 -0.001
H 4.32760 0.39274 -2.56183 -0.192 0.038 0.197 0.002
H 1.13410 4.34813 1.63666 0.078 0.064 -0.177 -0.009
H 2.32244 5.83236 0.01100 0.010 -0.435 -0.254 -0.006
C 1.42665 4.86512 -1.71936 0.004 0.603 0.027 0.193
```
Positions in Å, forces in eV/Å.

For the HOMO-LUMO gap (alpha / beta), the calculation gives 0.286 / 0.167 Eh. The largest force on an atom comes out at 3.96 eV/Å. The value obtained for the HOMO energy (alpha / beta) is -16.29 / -16.23 eV. Its expectation value of S² is 6.043. Its spin multiplicity is 5. As for the total energy: -98143.0876 eV. The total charge is +3.